C28H39NOSi2 | wB97M-V/def2-TZVPD

XYZ file:
```
71
Properties=species:S:1:pos:R:3:mulliken_charge:R:1
C 0.6475 3.8899 -1.7276 -0.91
C 0.2342 4.4145 -0.3509 -0.49
N 1.2075 4.0718 0.7013 -0.13
Si 0.9864 2.6431 1.6644 0.06
C 0.5262 1.1968 0.5986 -0.14
O 2.4022 2.3431 2.4416 -0.06
Si 3.9852 2.7511 2.2552 0.36
C 4.3031 4.5260 2.6998 -0.99
H 0.3009 4.5536 -2.5217 0.36
H 0.2457 2.8969 -1.9338 0.09
H 1.7341 3.8219 -1.7867 0.30
H -0.7705 4.0468 -0.1046 0.29
H 0.1487 5.5014 -0.3926 0.44
H 1.3651 4.8728 1.2968 0.22
H -0.0290 2.8687 2.7245 -0.17
H -0.0428 1.4771 -0.2884 -0.03
H -0.0735 0.4827 1.1681 0.42
H 1.4368 0.6873 0.2739 -0.21
H 4.7470 1.8721 3.1708 -0.16
H 4.4182 2.4644 0.8663 -0.14
H 4.0589 4.7022 3.7503 0.30
H 5.3584 4.7713 2.5569 0.33
H 3.7277 5.2241 2.0903 0.27
C 4.5081 -2.4707 -0.2713 -0.62
C 4.3789 -3.7507 -0.7944 -0.40
C 3.2270 -4.1068 -1.4824 -0.50
C 2.2008 -3.1851 -1.6439 -0.41
C 2.3293 -1.9074 -1.1172 0.14
C 3.4828 -1.5497 -0.4326 -0.43
H 5.4055 -2.1944 0.2677 0.40
H 5.1738 -4.4728 -0.6577 0.42
H 3.1278 -5.1044 -1.8917 0.42
H 1.3020 -3.4628 -2.1804 0.40
H 1.5292 -1.1874 -1.2395 0.18
H 3.5830 -0.5519 -0.0225 0.40
C -1.9405 -1.3905 -1.4021 -0.15
C -1.7092 -0.3474 -2.2870 -0.33
C -2.7762 0.3565 -2.8281 -0.65
C -4.0764 0.0142 -2.4821 -0.38
C -4.3084 -1.0304 -1.5977 -0.39
C -3.2404 -1.7331 -1.0564 -0.57
H -1.1054 -1.9335 -0.9764 0.30
H -0.6936 -0.0817 -2.5553 0.46
H -2.5950 1.1708 -3.5184 0.39
H -4.9101 0.5605 -2.9056 0.52
H -5.3228 -1.2986 -1.3302 0.39
H -3.4207 -2.5461 -0.3649 0.39
C -6.6138 3.0281 -2.1742 -0.32
C -7.2513 4.2012 -2.5548 -0.43
C -8.6258 4.3237 -2.4041 -0.40
C -9.3628 3.2744 -1.8721 -0.32
C -8.7260 2.1011 -1.4919 -0.54
C -7.3519 1.9784 -1.6451 -0.11
H -5.5407 2.9332 -2.2845 0.41
H -6.6768 5.0206 -2.9673 0.36
H -9.1231 5.2383 -2.7005 0.35
H -10.4344 3.3715 -1.7536 0.36
H -9.3003 1.2825 -1.0774 0.36
H -6.8525 1.0657 -1.3437 0.28
C 4.5877 -4.7745 3.9238 -0.54
C 4.8167 -5.9743 4.5838 -0.34
C 4.4613 -7.1748 3.9842 -0.39
C 3.8767 -7.1752 2.7248 -0.41
C 3.6493 -5.9755 2.0645 -0.35
C 4.0052 -4.7748 2.6638 -0.22
H 4.8642 -3.8379 4.3914 0.37
H 5.2719 -5.9739 5.5660 0.36
H 4.6393 -8.1104 4.4988 0.35
H 3.5981 -8.1117 2.2584 0.36
H 3.1941 -5.9705 1.0819 0.39
H 3.8270 -3.8415 2.1453 0.42
```

Output
Charge: 0
SMILES string: CCN[Si@@H](C)O[SiH2]C.c1ccccc1.c1ccccc1.c1ccccc1.c1ccccc1
E in hartree: -1799.42010



C28H40InNO2 | wB97M-V/def2-TZVPD

XYZ file:
```
72
Properties=species:S:1:pos:R:3:mulliken_charge:R:1
O 4.8658 -0.5270 -3.9688 -0.36
C 4.5024 -1.0188 -5.2980 -0.45
C 5.9538 -1.2807 -5.7235 -0.84
H 4.0074 -0.2371 -5.8918 0.28
H 3.8839 -1.9235 -5.2357 0.27
C 6.2750 -0.6983 -4.3105 1.54
H 6.3001 -0.6756 -6.5678 0.30
H 6.1966 -2.3424 -5.8445 0.30
C 7.0029 0.6314 -4.3605 -1.65
H 6.5134 1.3234 -5.0547 0.38
H 8.0431 0.4938 -4.6893 0.39
H 7.0177 1.0786 -3.3578 0.36
C 6.9598 -1.6795 -3.3811 -1.66
H 6.4160 -2.6295 -3.3427 0.37
H 7.0046 -1.2525 -2.3710 0.37
H 7.9874 -1.8778 -3.7157 0.38
In -1.4024 0.3893 1.3364 0.79
C -1.1718 -1.9089 3.2749 -0.58
C -2.1944 -1.6476 2.3017 -0.29
C -1.6627 -2.0274 0.9966 -0.77
H -3.2431 -1.4338 2.5105 0.84
C -0.3247 -2.4881 1.2113 -0.62
C -0.0428 -2.4151 2.5987 -0.77
H 0.8699 -2.7801 3.0716 0.40
H -1.3096 -1.8154 4.3545 0.38
H -2.2756 -2.1881 0.1053 0.65
H 0.3137 -2.9293 0.4442 0.54
C -0.6381 1.9287 3.4850 -0.49
C 0.6070 1.2773 3.6232 -0.79
C 1.3670 1.5007 2.4415 -0.30
H 0.9550 0.7654 4.5230 0.41
C 0.5864 2.2476 1.5301 -0.76
C -0.6999 2.4994 2.1503 -0.81
H -1.4235 3.2449 1.8090 0.66
H -1.3736 2.1101 4.2618 0.59
H 2.4184 1.2405 2.3050 0.46
H 0.9189 2.6926 0.5894 0.48
O 0.3499 -0.0360 -0.4981 -0.02
C 1.7896 -0.2775 -0.4256 -0.63
C 2.2090 -0.8593 -1.7662 -0.36
H 1.9853 -0.9516 0.4176 0.26
H 2.2939 0.6809 -0.2168 0.33
C 1.1550 -0.3077 -2.7363 -0.73
H 2.1581 -1.9585 -1.7318 0.25
H 3.2201 -0.5809 -2.0606 0.27
C -0.0841 -0.1205 -1.8762 -0.42
H 0.9892 -0.9678 -3.5894 0.37
H 1.4812 0.6674 -3.1240 0.25
H -0.7689 -0.9760 -1.9652 0.23
H -0.6341 0.7973 -2.1129 0.31
C -5.3617 -0.4520 3.5483 -1.19
N -4.2186 0.4619 3.6804 0.58
C -3.9489 0.7588 5.0816 -1.00
C -4.3762 1.7019 2.9047 -1.10
C -4.4937 1.4455 1.4232 0.96
C -5.7532 1.7186 0.8618 -0.86
C -5.9932 1.4709 -0.4873 -0.59
C -4.9821 0.9094 -1.2754 -0.83
C -3.7365 0.6140 -0.6994 -0.29
C -3.4787 0.9129 0.6324 0.27
H -5.1401 -1.3507 4.1429 0.38
H -5.5126 -0.7452 2.5030 0.33
H -6.3023 -0.0085 3.9236 0.32
H -3.7543 -0.1737 5.6237 0.30
H -3.0616 1.4091 5.1341 0.20
H -4.7998 1.2961 5.5457 0.38
H -5.2959 2.2178 3.2472 0.38
H -3.5310 2.3696 3.1396 0.31
H -6.5434 2.1169 1.5081 0.32
H -6.9643 1.7085 -0.9164 0.36
H -5.1458 0.7129 -2.3354 0.40
H -2.9545 0.1480 -1.3116 0.24
```

Output
Charge: 0
Energy above the lowest of the compared OMol25 structures with the same formula, charge and spin in kJ/mol: 0.0
E in hartree: -1486.10684



C28H40N4OPRbSb2Se4 | wB97M-V/def2-TZVPD

XYZ file:
```
81
Properties=species:S:1:pos:R:3:mulliken_charge:R:1
Rb -0.1644 2.1135 -0.1246 -0.04
C -1.3465 2.0500 3.6449 -0.55
C -0.2886 3.1371 3.3515 -1.17
N -0.4591 3.8280 2.0499 0.56
C -1.6816 4.6688 2.0120 -0.49
C -2.6615 4.4016 0.8753 -0.82
N -2.9527 2.9819 0.6080 0.13
C -3.6106 2.3033 1.7430 -0.93
C -2.9751 0.9535 2.1151 -0.35
N -1.6025 1.0889 2.5652 0.67
H -2.2907 2.5999 3.8874 0.21
H -0.9839 1.5741 4.5820 0.35
H 0.7162 2.6966 3.3566 0.46
H -0.3516 3.8407 4.1819 0.37
H 0.3349 4.4722 1.9407 -0.26
H -1.3350 5.7144 1.8646 0.34
H -2.1955 4.6287 3.0034 0.25
H -2.2446 4.8166 -0.0735 0.22
H -3.5706 4.9727 1.1173 0.28
H -3.5608 3.0304 -0.2033 0.22
H -4.6642 2.0625 1.5028 0.41
H -3.5999 2.9894 2.5903 0.27
H -2.9965 0.2710 1.2193 0.11
H -3.6058 0.5313 2.9207 0.33
H -1.2007 0.1637 2.8134 -0.34
O 3.2656 0.8244 0.9085 -0.43
N 2.6357 -0.0716 0.0273 0.57
C 3.5022 -0.9896 -0.3004 -1.62
C 3.1493 -2.1347 -1.0525 1.33
C 4.1862 -3.0460 -1.2831 -0.64
C 3.9780 -4.1494 -2.0925 -0.69
C 2.7143 -4.3326 -2.6759 -0.71
C 1.6799 -3.4292 -2.4172 -0.63
C 1.8364 -2.3182 -1.5953 0.54
P 0.4155 -1.2238 -1.2883 1.12
C 0.4933 -0.0615 -2.6938 0.37
C -0.6979 0.6277 -3.0405 -0.19
C -0.6730 1.6087 -4.0093 -0.58
C 0.5224 1.9585 -4.6839 -0.70
C 1.6576 1.2308 -4.3867 -0.43
C 1.6484 0.2158 -3.4094 -0.43
C -1.0550 -2.2072 -1.6854 0.26
C -1.4805 -2.4928 -2.9828 -0.13
C -2.6512 -3.2594 -3.1895 -0.70
C -3.3855 -3.7214 -2.1004 -0.59
C -2.9319 -3.4426 -0.8022 -0.72
C -1.7791 -2.6730 -0.5890 -0.35
H 2.9883 1.7224 0.6266 0.16
H 4.5067 -0.9518 0.1248 0.21
H 5.1783 -2.9035 -0.8129 0.32
H 4.7990 -4.8360 -2.2465 0.37
H 2.4998 -5.1830 -3.3314 0.37
H 0.6970 -3.5845 -2.8830 0.21
H -1.6552 0.3451 -2.5864 0.41
H -1.6016 2.0983 -4.2726 0.39
H 0.5334 2.6852 -5.5001 0.33
H 2.6110 1.4577 -4.9105 0.28
H 2.5690 -0.3514 -3.2278 0.20
H -0.9073 -2.1732 -3.8379 0.56
H -2.9410 -3.5038 -4.2305 0.35
H -4.3044 -4.2794 -2.2480 0.38
H -3.5063 -3.7542 0.0804 0.37
H -1.4419 -2.4646 0.4020 0.18
Se -0.2959 4.7245 -2.4584 -0.72
Sb 1.8839 5.3020 -1.4081 0.89
Se 1.4719 6.3287 0.8314 -0.80
Se 3.5092 3.3655 -1.2820 -0.66
Se 3.0083 6.9924 -2.8558 -0.84
C -0.8390 -2.5925 3.5214 -1.33
Sb 0.8858 -2.2056 2.2431 0.72
C 2.5182 -2.3010 3.7324 -1.35
C 1.2448 -4.1889 1.3995 -1.34
H -0.9086 -3.6816 3.7307 0.41
H -1.7418 -2.3012 2.9476 0.26
H -0.7667 -2.0287 4.4347 0.37
H 2.3215 -3.1726 4.3549 0.43
H 2.5425 -1.4025 4.3492 0.36
H 3.4714 -2.3941 3.2344 0.36
H 1.1060 -4.8520 2.2470 0.55
H 2.2577 -4.2902 1.0355 0.35
H 0.5663 -4.4293 0.5947 0.32
```

Output
Charge: -2
Energy above the lowest of the compared OMol25 structures with the same formula, charge and spin in kJ/mol: 0.0
E in hartree: -11836.87340